C4H17N2O5 | the ωB97M-V functional and the def2-TZVPD basis

Results
* HOMO-LUMO gap: 10.57 eV
* charge: +1
* E_HOMO: -13.05 eV
* energy relative to the best compared isomer or geometry (same formula, charge and spin): 31.6 kJ/mol
* energy: -17636.622 eV

Last column: Löwdin charge in e.
Positions of all 28 atoms, in Å:
O 0.408 -0.014 3.557  -0.05
O -2.049 0.587 1.273  -0.04
O -2.482 0.081 -2.244  -0.03
O -3.184 2.408 -0.521  -0.04
O 2.981 2.036 1.903  -0.04
N 1.845 -0.445 0.213  0.14
N 0.147 -0.623 -1.086  0.16
C 0.968 -1.755 -1.363  -0.22
C 0.689 0.103 -0.149  -0.07
C 1.903 -1.682 -0.400  0.00
C 0.554 -2.648 -2.478  0.00
H -2.546 3.132 -0.551  0.08
H 0.154 0.884 0.327  0.14
H -2.703 0.959 -1.919  0.01
H 0.685 -0.125 4.464  0.04
H -0.776 -0.518 -1.504  0.12
H 3.432 1.901 2.725  0.03
H 1.352 -3.377 -2.603  0.09
H 2.347 -0.108 1.011  0.14
H -0.339 -3.232 -2.259  0.09
H -2.508 1.247 0.739  -0.01
H 0.375 -2.057 -3.372  0.09
H 2.754 -2.327 -0.283  0.14
H -3.987 2.855 -0.808  0.08
H 3.275 2.905 1.620  0.05
H -0.436 0.405 3.589  0.01
H -2.798 -0.081 -3.110  0.04
H -2.675 -0.010 1.639  0.04